No. 1
ORCA calculation (wB97M-V/def2-TZVPD) on C13H25FeN6O5S2Se as an isolated structure.

Output
LUMO energy (spin up / spin down)	2.45 / 2.45	eV
energy above the lowest of the compared OMol25 structures with the same formula, charge and spin	14.4	kcal per mole
highest occupied orbital energy (spin up / spin down)	-4.3 / -4.3	eV
strongest force on any atom	0.4	eV/Å
expectation value of S²	6.01

ORCA input file:
```
! RIJCOSX wB97M-V def2-TZVPD def2/J DEFGRID3
* xyz -1 5
Fe -1.0712 -0.4341 -0.9797
O 0.7555 0.5416 0.9251
S 0.1276 -0.7409 1.3420
O 0.6708 -1.2632 2.5748
O -1.3460 -0.5320 1.3583
O 0.3218 -1.7080 0.1828
C -4.8451 1.1128 1.4232
N -3.8661 2.0903 1.0014
C -4.3437 3.4601 0.9643
C -2.9124 1.6691 0.0970
N -2.9296 0.5656 -0.5391
N -1.8250 2.5317 0.0039
C -0.8490 2.4480 -1.0015
N 0.3849 2.9087 -0.5383
N -1.1541 2.0217 -2.1579
H -5.3349 1.4795 2.3252
H -4.3436 0.1753 1.6599
H -5.6195 0.9315 0.6648
H -4.6237 3.7800 1.9693
H -5.2222 3.5589 0.3134
H -3.5660 4.1186 0.5886
H -3.7891 0.0394 -0.4683
H -1.4877 2.8771 0.8890
H 0.6535 2.3310 0.2658
H 1.0870 2.7777 -1.2544
H -0.3215 1.9343 -2.7331
Se -2.0430 -1.8266 -2.8566
C -1.8987 -3.6665 -2.3996
C -2.4917 -4.6418 -3.2053
C -2.3735 -5.9765 -2.8618
N -1.7212 -6.4218 -1.7884
C -1.1601 -5.4836 -1.0213
C -1.2142 -4.1222 -1.2704
H -3.0410 -4.3517 -4.0924
H -2.8335 -6.7380 -3.4866
H -0.6330 -5.8449 -0.1431
H -0.7261 -3.4272 -0.6006
C 3.5725 -2.2464 -0.6014
C 2.9367 -0.9433 -1.0593
S 1.5428 -1.3001 -2.1447
O 0.6786 -0.0399 -2.0829
C 2.3318 -1.1737 -3.7683
C 2.8040 0.2169 -4.1513
H 4.3972 -2.0392 0.0809
H 3.9661 -2.8337 -1.4351
H 2.8302 -2.8426 -0.0712
H 3.6316 -0.2746 -1.5674
H 2.4673 -0.4131 -0.2296
H 1.5588 -1.5231 -4.4542
H 3.1387 -1.9109 -3.7658
H 2.0052 0.9386 -3.9798
H 3.0668 0.2391 -5.2096
H 3.6785 0.5323 -3.5833
*
```


No. 2
ORCA calculation (wB97M-V/def2-TZVPD) on a 2-piece molecular cluster, C9H7BrClN2O2 overall in a non-equilibrium geometry.

Output
LUMO energy	-3.60	eV
highest occupied orbital energy	-12.3	eV
strongest force on any atom	1.3	eV/Å

ORCA input file:
```
! RIJCOSX wB97M-V def2-TZVPD def2/J DEFGRID3
* xyz 1 1
Cl 0.8753 1.5479 1.5654
C -0.3775 2.6647 1.6072
C -0.3571 3.9987 1.7553
N -1.6814 4.4204 1.6669
C -2.4579 3.3650 1.5121
Br -4.3010 3.3732 1.3419
N -1.7098 2.2747 1.4777
H 0.4859 4.6410 1.8844
H -2.0139 5.3699 1.7218
H -2.0322 1.3256 1.3626
C 0.3639 -3.5478 -2.2355
C 1.6580 -3.8300 -2.1040
C 2.5285 -3.0538 -1.1842
O 3.7053 -3.3025 -1.0625
C 1.8967 -1.9492 -0.4135
C 0.6041 -1.6716 -0.5478
C -0.2639 -2.4468 -1.4671
O -1.4417 -2.1789 -1.5778
H -0.2876 -4.1000 -2.9002
H 2.1372 -4.6292 -2.6543
H 2.5496 -1.3976 0.2518
H 0.1194 -0.8738 -0.0003
*
```


No. 3
ORCA calculation (wB97M-V/def2-TZVPD) on one molecule with the formula C4H7NO.

Output
LUMO energy	1.01	eV
energy above the lowest of the compared OMol25 structures with the same formula, charge and spin	64.5	kcal per mole
highest occupied orbital energy	-9.4	eV
strongest force on any atom	0.6	eV/Å
SMILES	O[C@H]1C[C@H]2N[C@@H]12

ORCA input file:
```
! RIJCOSX wB97M-V def2-TZVPD def2/J DEFGRID3
* xyz 0 1
O 1.9549 0.6589 0.3012
C 0.9188 0.1923 -0.5070
C 0.3024 -1.2112 -0.1875
C -1.0290 -0.4978 -0.0042
N -0.8317 0.3958 1.1417
C -0.4315 0.8311 -0.2199
H 1.4786 1.1773 0.9610
H 1.1999 0.2682 -1.5667
H 0.6879 -1.6761 0.7252
H 0.3383 -1.9153 -1.0202
H -2.0039 -0.7885 -0.3635
H -1.7344 0.8208 1.3530
H -0.8531 1.7459 -0.6193
*
```


No. 4
ORCA calculation (wB97M-V/def2-TZVPD) on one molecule with the formula C15H21N3O2S.

Output
LUMO energy	0.29	eV
energy above the lowest of the compared OMol25 structures with the same formula, charge and spin	31.7	kcal per mole
highest occupied orbital energy	-8.0	eV
strongest force on any atom	0.8	eV/Å
SMILES	CCOC(=O)CCCc1ccc(/C(C)=N/NC(N)=S)cc1

ORCA input file:
```
! RIJCOSX wB97M-V def2-TZVPD def2/J DEFGRID3
* xyz 0 1
C -6.2989 -2.6491 -1.4227
C -7.0960 -1.8672 -0.3887
O -6.2366 -1.1093 0.4658
C -5.8345 0.0864 0.0260
O -6.1723 0.5707 -1.0217
C -4.8841 0.7311 1.0085
C -3.4534 0.6158 0.4727
C -2.4475 1.2984 1.4066
C -1.0577 1.1687 0.8562
C -0.2741 0.0598 1.1568
C 0.9883 -0.0806 0.6202
C 1.5085 0.8831 -0.2458
C 2.8553 0.7217 -0.7964
C 3.1994 1.3480 -2.1209
N 3.6729 0.0374 -0.0872
N 4.9437 -0.1712 -0.4641
C 5.7905 -0.8937 0.3177
N 5.2744 -1.3932 1.4520
S 7.3486 -1.1258 -0.1677
C 0.7223 1.9948 -0.5461
C -0.5393 2.1312 -0.0006
H -5.5756 -3.2953 -0.9311
H -5.7711 -1.9624 -2.0801
H -6.9728 -3.2582 -2.0180
H -7.7920 -1.1832 -0.8851
H -7.6422 -2.5371 0.2784
H -5.1512 1.7839 1.1100
H -4.9711 0.2331 1.9738
H -3.1881 -0.4383 0.3657
H -3.4041 1.0769 -0.5157
H -2.5023 0.8338 2.3932
H -2.7113 2.3528 1.5080
H -0.6611 -0.7000 1.8209
H 1.5887 -0.9466 0.8513
H 2.2996 1.6134 -2.6662
H 3.8027 2.2456 -1.9757
H 3.7711 0.6487 -2.7321
H 5.3325 0.1984 -1.3286
H 5.8810 -1.8612 2.1000
H 4.3385 -1.1233 1.7097
H 1.1043 2.7746 -1.1876
H -1.1307 3.0034 -0.2401
*
```


No. 5
ORCA calculation (wB97M-V/def2-TZVPD) on one molecule with the formula C8H16N6O5 in a non-equilibrium geometry.

Output
LUMO energy	-0.44	eV
highest occupied orbital energy	-9.1	eV
strongest force on any atom	4.0	eV/Å
SMILES	CNN(CCCC[C@H](C(=O)O)N(N=O)C(N)=O)N=O

ORCA input file:
```
! RIJCOSX wB97M-V def2-TZVPD def2/J DEFGRID3
* xyz 0 1
C 3.9944 -2.4833 -0.5182
N 2.6943 -1.8250 -0.4270
N 1.9417 -1.8403 0.7908
C 0.8409 -2.8520 0.8953
C -0.5520 -2.2849 1.1237
C -0.9719 -1.2594 0.0264
C -2.4891 -1.0804 -0.2287
C -2.8794 0.0246 -1.2307
C -2.3501 -0.0380 -2.6773
O -1.9118 -1.1073 -3.0221
O -2.6018 0.9805 -3.5403
N -2.6663 1.3677 -0.6497
N -1.4069 1.8712 -0.6931
O -1.1189 2.7183 0.1470
C -3.7870 2.0392 -0.1315
N -3.8854 3.3980 -0.0919
O -4.8202 1.4635 0.2433
N 2.3380 -1.0897 1.8543
O 1.7384 -1.3020 2.9155
H 4.7368 -1.8302 -0.0533
H 4.2398 -2.6758 -1.5428
H 3.9502 -3.4293 -0.0112
H 2.7648 -0.8758 -0.7594
H 1.0340 -3.5666 1.7186
H 0.8515 -3.4395 -0.0195
H -0.6206 -1.8285 2.1340
H -1.2810 -3.0878 1.1568
H -0.5185 -1.5518 -0.9247
H -0.5252 -0.2996 0.3220
H -2.8697 -2.0110 -0.6475
H -3.0156 -0.8307 0.7234
H -3.9299 -0.1707 -1.3621
H -2.3645 0.6637 -4.4150
H -3.0252 3.9313 -0.1565
H -4.6176 3.7273 0.5098
*
```


No. 6
ORCA calculation (wB97M-V/def2-TZVPD) on one molecule with the formula C25H28N4O2 in a non-equilibrium geometry.

Output
LUMO energy	0.71	eV
energy above the lowest of the compared OMol25 structures with the same formula, charge and spin	13.5	kcal per mole
highest occupied orbital energy	-8.6	eV
strongest force on any atom	1.3	eV/Å
SMILES	CC(C)N(Cc1nccn1C)C(=O)c1ccc2oc(CCCc3ccccc3)nc2c1

ORCA input file:
```
! RIJCOSX wB97M-V def2-TZVPD def2/J DEFGRID3
* xyz 0 1
C -2.1107 0.1052 1.9001
C -3.3420 0.8905 1.4515
C -3.1704 2.3906 1.6882
N -3.7438 0.5820 0.0799
C -5.0821 0.0067 -0.0501
C -5.1402 -1.3623 0.5349
N -5.3927 -1.6027 1.8008
C -5.3066 -2.9473 1.9526
C -4.9918 -3.5261 0.7574
N -4.8782 -2.5082 -0.1462
C -4.5935 -2.6664 -1.5468
C -2.9929 0.6525 -1.0378
O -3.3878 0.2161 -2.1117
C -1.6504 1.3165 -0.9839
C -1.5818 2.7046 -1.1498
C -0.3738 3.3728 -1.2328
C 0.7662 2.5975 -1.1514
O 2.0762 2.9502 -1.2000
C 2.7525 1.7754 -1.0924
C 4.2340 1.8151 -1.0812
C 4.7842 1.7805 0.3535
C 4.4993 0.4473 1.0549
C 5.2235 -0.6866 0.3858
C 4.5757 -1.4796 -0.5534
C 5.2530 -2.5026 -1.1941
C 6.5850 -2.7450 -0.9039
C 7.2375 -1.9592 0.0308
C 6.5601 -0.9361 0.6698
N 2.0076 0.7290 -0.9796
C 0.7133 1.1956 -1.0125
C -0.5054 0.5381 -0.9406
H -2.0194 0.1772 2.9808
H -2.2213 -0.9444 1.6385
H -1.1997 0.4891 1.4506
H -4.1802 0.5403 2.0632
H -2.2527 2.7598 1.2392
H -4.0119 2.9386 1.2708
H -3.1321 2.5823 2.7574
H -5.3346 -0.0073 -1.1117
H -5.7874 0.6463 0.4866
H -5.4740 -3.4071 2.9054
H -4.8414 -4.5492 0.4797
H -3.9243 -3.5151 -1.6855
H -5.5147 -2.8522 -2.1055
H -4.1168 -1.7690 -1.9424
H -2.5012 3.2649 -1.2275
H -0.3223 4.4418 -1.3608
H 4.5550 2.7346 -1.5729
H 4.6154 0.9534 -1.6300
H 5.8630 1.9418 0.3086
H 4.3422 2.5971 0.9289
H 4.8208 0.5271 2.0959
H 3.4260 0.2551 1.0354
H 3.5379 -1.2838 -0.7806
H 4.7395 -3.1135 -1.9224
H 7.1132 -3.5445 -1.4028
H 8.2764 -2.1449 0.2629
H 7.0730 -0.3269 1.4015
H -0.5525 -0.5354 -0.8553
*
```